Entry 1:
Molecular formula: C26H22N4O5W
Method: DFT, ωB97M-V/def2-TZVPD

Computed properties:
HOMO level (spin up / spin down), eV: -13.05 / -13.05
Charge: +2
Spin multiplicity: 3
Expectation value of S²: 2.0214

Element x y z (Å)
W1 0.98 -0.31 0.40
O1 -2.62 -3.05 -0.45
C1 -2.91 -3.23 0.85
C2 -4.11 -3.87 1.16
C3 -4.46 -4.08 2.47
C4 -3.64 -3.67 3.52
C5 -2.45 -3.05 3.23
C6 -2.06 -2.82 1.90
C7 -0.80 -2.14 1.65
O2 -0.55 -1.55 0.47
N1 0.10 -2.04 2.58
N2 1.14 -1.23 2.19
C8 2.33 -1.44 2.75
C9 3.43 -0.53 2.67
C10 4.49 -0.66 3.59
C11 5.49 0.29 3.64
C12 5.46 1.39 2.78
C13 4.45 1.52 1.84
C14 3.46 0.55 1.76
O3 2.49 0.62 0.83
H1 -1.82 -2.52 -0.55
H2 -4.74 -4.18 0.34
H3 -5.40 -4.58 2.69
H4 -3.94 -3.84 4.54
H5 -1.78 -2.72 4.02
H6 2.41 -2.29 3.41
H7 4.48 -1.49 4.28
H8 6.29 0.19 4.35
H9 6.23 2.14 2.84
H10 4.43 2.35 1.14
O4 -0.36 1.09 -6.24
C15 0.38 -0.06 -5.91
C16 0.54 -0.11 -4.42
C17 1.27 -1.15 -3.83
C18 1.40 -1.18 -2.47
N3 0.84 -0.24 -1.67
C19 0.12 0.77 -2.23
C20 -0.02 0.86 -3.60
C21 -0.47 1.67 -1.25
C22 -1.24 2.78 -1.54
C23 -1.78 3.54 -0.51
C24 -2.63 4.73 -0.79
O5 -2.73 4.90 -2.18
C25 -1.52 3.15 0.81
C26 -0.75 2.04 1.04
N4 -0.24 1.30 0.04
H11 -0.49 1.13 -7.19
H12 1.38 -0.06 -6.36
H13 -0.13 -0.98 -6.22
H14 1.72 -1.93 -4.44
H15 1.96 -1.95 -1.97
H16 -0.59 1.66 -4.05
H17 -1.45 3.07 -2.56
H18 -2.19 5.60 -0.30
H19 -3.61 4.56 -0.33
H20 -3.33 5.62 -2.38
H21 -1.90 3.72 1.65
H22 -0.54 1.69 2.04

---

Entry 2:
Molecular formula: C20H25F6N2O4PS2V
Method: DFT, ωB97M-V/def2-TZVPD

Computed properties:
HOMO level (spin up / spin down), eV: -20.26 / -20.26
Charge: +4
Spin multiplicity: 2
Expectation value of S²: 0.7588

Element x y z (Å)
V1 -1.08 0.07 -0.81
O1 0.86 -0.92 -0.39
S1 0.88 -1.93 0.67
C1 0.96 -1.20 2.28
C2 2.19 -0.30 2.47
C3 2.11 1.06 1.77
C4 1.01 1.98 2.34
S2 -0.26 2.60 1.22
O2 -0.66 1.21 0.44
C5 0.45 3.69 0.09
C6 -0.24 4.91 0.05
C7 0.29 5.95 -0.70
C8 1.47 5.76 -1.41
C9 2.13 4.53 -1.38
C10 1.63 3.48 -0.63
C11 1.95 -3.20 0.43
C12 2.30 -3.50 -0.91
C13 3.15 -4.56 -1.13
C14 3.62 -5.31 -0.05
C15 3.26 -5.02 1.27
C16 2.41 -3.96 1.52
H1 0.94 -2.04 2.99
H2 0.01 -0.67 2.38
H3 3.10 -0.82 2.16
H4 2.29 -0.16 3.55
H5 1.99 0.92 0.70
H6 3.07 1.56 1.90
H7 1.41 2.90 2.76
H8 0.43 1.51 3.14
H9 -1.15 5.06 0.62
H10 -0.21 6.91 -0.72
H11 1.88 6.58 -1.98
H12 3.05 4.40 -1.94
H13 2.16 2.54 -0.61
H14 1.94 -2.90 -1.73
H15 3.46 -4.81 -2.14
H16 4.29 -6.14 -0.24
H17 3.63 -5.61 2.08
H18 2.13 -3.74 2.54
C17 -5.21 -0.90 0.08
C18 -3.73 -0.83 -0.06
N1 -3.11 0.15 -0.60
O3 -3.73 1.23 -1.09
C19 -2.81 -1.93 0.41
C20 -3.33 -3.23 0.87
N2 -1.58 -1.58 0.34
O4 -0.63 -2.58 0.63
H19 -5.61 0.03 0.50
H20 -5.52 -1.71 0.73
H21 -5.67 -1.07 -0.90
H22 -4.70 1.10 -1.10
H23 -3.98 -3.65 0.09
H24 -3.97 -3.09 1.75
H25 -2.55 -3.94 1.10
F1 -1.11 -0.92 -2.20
P1 -0.94 2.08 -4.08
F2 0.25 1.14 -4.05
F3 -0.78 3.42 -3.42
F4 -0.95 1.56 -2.08
F5 -2.28 1.40 -4.00
F6 -0.92 2.49 -5.53

---

Entry 3:
Molecular formula: C36H42F2N8O7S2
Method: DFT, ωB97M-V/def2-TZVPD

Computed properties:
HOMO level, eV: -13.89
Charge: +4

Element x y z (Å)
C1 -9.99 6.02 20.98
N1 -9.08 6.61 22.01
C2 -7.88 5.99 22.17
C3 -7.02 6.47 23.15
C4 -7.36 7.61 23.90
C5 -8.55 8.25 23.63
C6 -9.46 7.71 22.71
C7 -6.40 8.07 24.93
C8 -5.86 7.21 25.87
C9 -4.93 7.71 26.76
N2 -4.50 8.96 26.79
C10 -5.11 9.87 25.88
C11 -6.02 9.39 24.98
C12 -3.41 9.39 27.70
H1 -9.41 6.06 20.06
H2 -10.90 6.60 20.87
H3 -10.28 5.02 21.31
H4 -7.66 5.13 21.56
H5 -6.05 6.03 23.33
H6 -8.79 9.12 24.22
H7 -10.46 8.10 22.54
H8 -6.15 6.18 25.89
H9 -4.47 7.06 27.48
H10 -4.71 10.88 25.88
H11 -6.43 10.09 24.27
H12 -3.83 9.95 28.53
H13 -2.77 10.03 27.08
H14 -2.84 8.57 28.13
C13 -9.77 2.74 23.98
N3 -10.81 2.07 23.21
C14 -12.08 2.43 23.33
C15 -13.10 1.84 22.65
C16 -12.76 0.76 21.81
C17 -11.48 0.36 21.64
C18 -10.53 1.03 22.41
C19 -13.83 0.05 21.02
C20 -14.24 -1.23 21.48
C21 -15.18 -2.03 20.83
N4 -15.69 -1.51 19.69
C22 -15.28 -0.33 19.12
C23 -14.37 0.47 19.80
C24 -16.66 -2.34 18.93
H15 -9.46 3.64 23.44
H16 -8.91 2.10 24.21
H17 -10.20 2.97 24.96
H18 -12.23 3.31 23.94
H19 -14.11 2.13 22.92
H20 -11.13 -0.46 21.04
H21 -9.48 0.80 22.44
H22 -13.76 -1.59 22.39
H23 -15.53 -2.96 21.24
H24 -15.75 0.00 18.20
H25 -14.03 1.40 19.34
H26 -16.56 -3.41 19.09
H27 -16.50 -2.08 17.88
H28 -17.66 -2.07 19.29
C25 -15.05 8.72 25.59
N5 -16.47 8.44 25.97
C26 -16.82 7.20 26.32
C27 -18.10 6.86 26.76
C28 -19.08 7.88 26.75
C29 -18.72 9.15 26.35
C30 -17.43 9.40 25.97
C31 -20.47 7.57 27.19
C32 -20.56 6.75 28.31
C33 -21.81 6.46 28.84
N6 -22.92 6.95 28.28
C34 -22.84 7.81 27.20
C35 -21.60 8.14 26.69
C36 -24.24 6.68 28.90
H29 -14.36 8.08 26.14
H30 -14.88 9.75 25.89
H31 -14.88 8.53 24.53
H32 -15.98 6.51 26.29
H33 -18.32 5.84 27.07
H34 -19.41 9.99 26.32
H35 -17.03 10.34 25.64
H36 -19.64 6.39 28.72
H37 -21.95 5.85 29.72
H38 -23.78 8.22 26.88
H39 -21.55 8.76 25.81
H40 -24.76 7.58 29.24
H41 -24.15 5.96 29.70
H42 -24.82 6.25 28.09
N7 -12.72 6.38 23.89
O1 -12.01 5.56 23.29
O2 -12.82 7.52 23.47
O3 -13.32 6.04 24.90
N8 -13.04 2.59 28.74
S1 -13.22 1.17 29.28
O4 -12.21 0.28 28.74
O5 -14.58 0.75 29.26
F1 -12.71 1.45 30.80
S2 -13.13 2.63 27.05
O6 -14.12 1.69 26.60
O7 -11.87 2.58 26.33
F2 -13.72 4.12 26.80

---

Entry 4:
Molecular formula: C18H15Br4N6O2PPd
Method: DFT, ωB97M-V/def2-TZVPD

Computed properties:
HOMO level, eV: -0.65
Charge: -2

Element x y z (Å)
Pd1 -0.01 0.37 -0.05
C1 2.64 -1.38 0.08
N1 2.22 -0.88 1.37
C2 3.06 -0.54 2.40
C3 2.26 -0.01 3.37
N2 0.96 0.00 2.97
C4 0.94 -0.51 1.74
P1 -0.70 -1.43 1.13
C5 -1.82 -0.53 2.28
N3 -2.07 0.76 2.31
C6 -2.96 0.94 3.33
C7 -3.26 -0.26 3.92
N4 -2.52 -1.19 3.24
C8 -2.50 -2.61 3.49
C9 -1.73 -0.97 -0.49
N5 -3.02 -0.68 -0.36
C10 -3.60 -1.00 -1.55
C11 -2.68 -1.51 -2.42
N6 -1.49 -1.52 -1.73
C12 -0.21 -1.87 -2.30
H1 3.67 -1.73 0.17
H2 2.57 -0.59 -0.66
H3 2.01 -2.23 -0.21
H4 4.13 -0.66 2.32
H5 2.57 0.39 4.33
H6 -3.34 1.92 3.59
H7 -3.90 -0.53 4.74
H8 -3.17 -2.83 4.32
H9 -1.49 -2.94 3.75
H10 -2.83 -3.17 2.61
H11 -4.65 -0.82 -1.73
H12 -2.74 -1.81 -3.45
H13 -0.39 -2.42 -3.22
H14 0.33 -2.51 -1.60
H15 0.36 -0.97 -2.51
Br1 4.42 4.95 -3.69
C13 2.97 3.80 -3.25
C14 1.93 3.62 -4.12
Br2 1.89 4.51 -5.80
C15 0.87 2.76 -3.76
Br3 -0.59 2.43 -4.95
C16 0.81 2.07 -2.54
O1 -0.14 1.28 -2.21
C17 1.93 2.27 -1.60
O2 1.92 1.63 -0.50
C18 2.96 3.12 -2.01
Br4 4.41 3.29 -0.77

---

Listing strongest force on any atom for the structures above in their given order: 2.2, 0.8, 5.9, 0.6 eV/Å.
Listing relative energy (zero: lowest compared OMol25 entry of this formula, charge and spin) for the structures above in their given order: 0.000, 0.000, 0.000, 0.000 eV.